Entry 1:
Here is a structure of composition C9H4F9NO2SSeZr at a distorted geometry from the Open Molecules 2025 dataset. Energies are from the ωB97M-V functional and the def2-TZVPD basis.

Structure (XYZ):
```
28
C9H4F9NO2SSeZr the ωB97M-V functional and the def2-TZVPD basis
Zr 1.624 -0.193 -1.004
O 1.976 0.223 0.819
N 1.347 1.362 1.206
C 0.820 1.402 2.482
C 0.093 2.469 2.915
C -0.124 3.564 2.071
C 0.397 3.501 0.772
C 1.095 2.405 0.316
S 1.701 2.286 -1.310
H 1.025 0.525 3.072
H -0.318 2.457 3.913
H -0.691 4.422 2.399
H 0.252 4.311 0.075
Se 3.628 -1.156 -1.978
F -1.166 -2.348 -3.488
C -1.779 -2.110 -2.334
F -2.404 -3.240 -1.970
F -2.733 -1.211 -2.562
C -0.750 -1.606 -1.285
O -0.162 -0.496 -1.740
C -1.418 -1.270 0.073
F -0.468 -0.666 0.833
F -2.414 -0.405 -0.050
F -1.869 -2.309 0.776
C 0.315 -2.735 -1.063
F 1.052 -2.855 -2.154
F 1.164 -2.405 -0.038
F -0.194 -3.923 -0.746
```

Results
relative energy (zero: lowest compared OMol25 entry of this formula, charge and spin): 83.9 kJ/mol
LUMO level (alpha / beta): 3.0 / 3.0 eV
calculated total energy: -4296.19723 hartree
maximum force: 4.79 eV/Å
total charge: -1
highest occupied orbital energy (alpha / beta): -2.1 / -4.2 eV
multiplicity: 2
orbital gap (alpha / beta): 5.1 / 7.2 eV

=====

Entry 2:
Here is a structure of composition C9H4MnN5O6 from the Open Molecules 2025 dataset. Energies are from the ωB97M-V functional and the def2-TZVPD basis.

Structure (XYZ):
```
25
C9H4MnN5O6 the ωB97M-V functional and the def2-TZVPD basis
Mn 0.213 -2.232 -1.501
O 0.490 -2.406 0.531
C 0.620 -1.418 1.264
C 0.618 -0.037 0.869
C 0.768 0.906 1.898
C 0.767 2.241 1.605
C 0.624 2.697 0.291
C 0.481 1.795 -0.729
C 0.472 0.408 -0.478
O 0.329 -0.386 -1.506
N 0.919 3.214 2.690
O 1.057 2.782 3.816
O 0.937 4.389 2.388
H 0.750 -1.608 2.337
H 0.881 0.583 2.924
H 0.627 3.760 0.100
H 0.369 2.121 -1.753
O 3.128 -1.490 -0.821
N 3.118 -2.363 -1.608
O 1.865 -2.726 -2.016
N -5.648 -1.073 -2.966
C -4.874 -1.681 -2.362
N -4.054 -2.413 -1.630
C -2.817 -2.452 -1.684
N -1.642 -2.612 -1.659
```

Results
relative energy (zero: lowest compared OMol25 entry of this formula, charge and spin): 72.3 kJ/mol
LUMO level (alpha / beta): -3.3 / -1.9 eV
calculated total energy: -2221.41118 hartree
maximum force: 0.42 eV/Å
highest occupied orbital energy (alpha / beta): -9.9 / -10.0 eV
multiplicity: 5
orbital gap (alpha / beta): 6.6 / 8.0 eV

=====

Entry 3:
Here is a structure of composition C9H4N5O8 at a distorted geometry from the Open Molecules 2025 dataset. Energies are from the ωB97M-V functional and the def2-TZVPD basis.

Structure (XYZ):
```
26
C9H4N5O8 the ωB97M-V functional and the def2-TZVPD basis
C -0.569 -1.520 1.799
C -1.272 -0.172 1.735
O -2.472 0.058 1.655
N -0.260 0.747 1.759
C 0.993 0.176 1.817
O 2.088 0.695 1.864
O 0.832 -1.210 1.818
H -0.863 -2.066 2.708
H -0.828 -2.132 0.924
O 3.673 6.541 0.713
N 3.164 6.158 1.782
O 3.531 6.594 2.897
C 2.114 5.153 1.795
C 1.609 4.662 2.995
C 0.649 3.601 2.987
N 0.008 3.197 4.222
O 0.338 3.756 5.287
O -0.870 2.307 4.165
C 0.276 2.955 1.822
C 0.729 3.450 0.610
N 0.329 3.148 -0.662
O 0.894 4.187 -1.438
N 1.691 5.038 -0.705
C 1.617 4.573 0.559
H 1.954 5.068 3.946
H -0.419 1.893 1.831
```

Results
LUMO level: 1.2 eV
calculated total energy: -1220.84511 hartree
maximum force: 4.18 eV/Å
total charge: -1
highest occupied orbital energy: -5.5 eV
multiplicity: 1
orbital gap: 6.8 eV

=====

Entry 4:
Here is a structure of composition C9H4NO3S at a distorted geometry from the Open Molecules 2025 dataset. Energies are from the ωB97M-V functional and the def2-TZVPD basis.

Structure (XYZ):
```
18
C9H4NO3S the ωB97M-V functional and the def2-TZVPD basis
C -0.730 -2.454 1.135
C -1.950 -1.862 0.776
C 0.449 -1.721 0.916
C -2.032 -0.671 0.157
C 0.385 -0.419 0.378
C -0.927 0.123 -0.062
C 1.349 0.481 -0.046
C 0.240 1.899 -0.726
C 0.779 2.918 -1.628
N -0.901 1.369 -0.585
O 0.931 4.118 -1.421
O 0.977 2.161 -2.647
O 3.625 1.816 0.017
S 2.916 0.541 0.386
H -0.528 -3.408 1.561
H -2.966 -2.459 0.798
H 1.407 -2.004 1.077
H -3.025 -0.429 -0.087
```

Results
LUMO level (alpha / beta): 3.1 / 0.6 eV
calculated total energy: -1023.92653 hartree
maximum force: 5.85 eV/Å
total charge: -1
highest occupied orbital energy (alpha / beta): -3.3 / -5.1 eV
multiplicity: 3
orbital gap (alpha / beta): 6.4 / 5.7 eV

=====

Entry 5:
Here is a structure of composition C9H5Cl36InO2P at a distorted geometry from the Open Molecules 2025 dataset. Energies are from the ωB97M-V functional and the def2-TZVPD basis.

Structure (XYZ):
```
54
C9H5Cl36InO2P the ωB97M-V functional and the def2-TZVPD basis
O -3.687 3.058 2.880
P -4.380 3.901 1.574
O -3.589 5.346 1.661
In -6.821 4.266 2.329
H -3.574 2.146 2.600
H -3.963 5.895 2.359
H -7.214 5.962 1.978
H -7.907 3.224 1.416
H -6.850 3.969 4.075
C 0.423 3.173 1.231
Cl 0.760 1.431 1.173
Cl 1.687 4.047 0.331
Cl -1.176 3.460 0.525
Cl 0.399 3.701 2.914
C 3.093 -1.658 3.014
Cl 4.365 -0.707 2.245
Cl 2.528 -0.830 4.466
Cl 1.745 -1.851 1.890
Cl 3.724 -3.251 3.449
C 1.623 -7.038 2.857
Cl 0.900 -8.000 1.566
Cl 3.387 -7.128 2.743
Cl 1.118 -5.359 2.694
Cl 1.102 -7.665 4.425
C -2.454 -9.144 -0.981
Cl -2.950 -8.647 -2.600
Cl -2.226 -7.723 0.033
Cl -3.699 -10.182 -0.277
Cl -0.931 -10.041 -1.082
C 3.648 -3.315 -1.521
Cl 2.791 -4.125 -2.836
Cl 5.390 -3.382 -1.819
Cl 3.130 -1.635 -1.420
Cl 3.270 -4.104 0.012
C 2.342 0.938 -4.127
Cl 0.808 0.070 -4.065
Cl 2.674 1.647 -2.538
Cl 3.657 -0.173 -4.543
Cl 2.250 2.220 -5.334
C -2.695 2.391 -2.036
Cl -2.872 3.968 -2.797
Cl -3.715 1.205 -2.879
Cl -0.983 1.877 -2.180
Cl -3.252 2.536 -0.257
C 4.474 2.716 -9.240
Cl 4.401 1.692 -10.680
Cl 6.006 3.597 -9.225
Cl 3.135 3.869 -9.274
Cl 4.348 1.719 -7.794
C -0.857 4.387 6.604
Cl 0.492 5.400 6.063
Cl -1.674 5.187 7.957
Cl -1.981 4.136 5.285
Cl -0.220 2.826 7.153
```

Results
relative energy (zero: lowest compared OMol25 entry of this formula, charge and spin): 0.0 kJ/mol
LUMO level: 1.2 eV
calculated total energy: -17594.65095 hartree
maximum force: 4.13 eV/Å
total charge: -1
highest occupied orbital energy: -3.8 eV
multiplicity: 1
orbital gap: 5.1 eV

=====

Entry 6:
Here is a structure of composition C9H6BrF6N2O5S2SbSe4Sn from the Open Molecules 2025 dataset. Energies are from the ωB97M-V functional and the def2-TZVPD basis.

Structure (XYZ):
```
37
C9H6BrF6N2O5S2SbSe4Sn the ωB97M-V functional and the def2-TZVPD basis
Sn 1.030 -0.072 -1.563
C 0.630 1.131 4.335
C 1.029 0.123 3.297
C 1.142 -1.235 3.588
C 1.465 -2.145 2.598
C 1.669 -1.634 1.331
Br 2.031 -2.814 -0.127
N 1.600 -0.359 1.023
C 1.272 0.505 1.990
H 0.991 0.845 5.321
H -0.457 1.212 4.388
H 1.025 2.118 4.099
H 0.962 -1.587 4.597
H 1.537 -3.204 2.793
H 1.194 1.546 1.697
F -4.043 -1.280 -1.485
C -3.646 -0.995 -0.258
F -3.966 -1.998 0.552
F -4.243 0.111 0.165
S -1.792 -0.773 -0.196
O -1.246 -1.460 -1.363
O -1.386 -1.225 1.096
N -1.498 0.782 -0.308
S -1.792 1.621 -1.633
O -0.559 1.763 -2.401
O -2.992 1.288 -2.325
C -2.054 3.273 -0.865
F -3.106 3.244 -0.061
F -0.977 3.636 -0.165
F -2.258 4.155 -1.837
Se 5.093 -3.788 -4.654
Sb 3.084 -2.657 -5.141
Se 2.466 -0.750 -3.680
Se 2.234 -2.178 -7.450
Se 1.018 -3.770 -6.035
O 2.235 3.757 -0.358
C 2.305 2.815 -0.965
```

Results
relative energy (zero: lowest compared OMol25 entry of this formula, charge and spin): 0.0 kJ/mol
LUMO level: -1.7 eV
calculated total energy: -14862.13881 hartree
maximum force: 0.44 eV/Å
highest occupied orbital energy: -8.2 eV
multiplicity: 1
orbital gap: 6.5 eV

=====

Entry 7:
Here is a structure of composition C9H6BrIrNO4 at a distorted geometry from the Open Molecules 2025 dataset. Energies are from the ωB97M-V functional and the def2-TZVPD basis.

Structure (XYZ):
```
22
C9H6BrIrNO4 the ωB97M-V functional and the def2-TZVPD basis
Ir 0.210 1.552 -0.357
O -0.798 1.389 -3.314
C -0.444 1.443 -2.214
C 0.907 1.910 1.441
O 1.301 2.140 2.504
C -1.591 2.036 0.278
O -2.637 2.325 0.667
C 2.027 1.180 -1.005
O 3.098 0.961 -1.384
H 0.750 5.186 -1.417
H 1.024 5.288 -0.728
Br 1.415 -3.560 2.727
C 0.401 -2.700 1.364
C -0.573 -3.436 0.699
C -1.329 -2.776 -0.266
C -1.101 -1.420 -0.521
N -0.143 -0.728 0.109
C 0.621 -1.349 1.034
H -0.729 -4.479 0.937
H -2.094 -3.309 -0.814
H -1.718 -0.893 -1.257
H 1.401 -0.763 1.517
```

Results
LUMO level (alpha / beta): -12.5 / -15.8 eV
calculated total energy: -3379.22521 hartree
maximum force: 6.19 eV/Å
total charge: +3
highest occupied orbital energy (alpha / beta): -18.3 / -22.4 eV
multiplicity: 5
orbital gap (alpha / beta): 5.8 / 6.5 eV

=====

Entry 8:
Here is a structure of composition C9H6Cl3N7OSiZr from the Open Molecules 2025 dataset. Energies are from the ωB97M-V functional and the def2-TZVPD basis.

Structure (XYZ):
```
28
C9H6Cl3N7OSiZr the ωB97M-V functional and the def2-TZVPD basis
Zr 0.096 1.079 -0.395
N -0.582 -1.319 3.128
C -0.010 -0.294 3.847
C 0.276 0.689 2.954
N -0.122 0.274 1.701
C -0.631 -0.946 1.847
C -1.117 -1.577 0.635
N -1.004 -0.880 -0.499
C -1.545 -1.668 -1.499
C -1.970 -2.834 -0.955
N -1.693 -2.755 0.396
H -0.902 -2.193 3.520
H 0.137 -0.364 4.910
H 0.726 1.653 3.120
H -1.590 -1.343 -2.524
H -2.436 -3.707 -1.379
H -1.901 -3.471 1.077
Cl -0.413 3.191 0.547
Si -2.935 2.986 -0.906
Cl -1.420 1.716 -2.356
Cl -2.825 4.742 -1.882
O 2.045 0.675 -0.186
N 1.951 1.009 -1.488
C 2.982 1.042 -2.251
C 2.765 1.415 -3.615
N 2.537 1.707 -4.701
C 4.282 0.731 -1.745
N 5.300 0.442 -1.302
```

Results
relative energy (zero: lowest compared OMol25 entry of this formula, charge and spin): 2.7 kJ/mol
LUMO level: -8.2 eV
calculated total energy: -2521.81895 hartree
maximum force: 0.55 eV/Å
total charge: +2
highest occupied orbital energy: -16.0 eV
multiplicity: 1
orbital gap: 7.8 eV

=====

Entry 9:
Here is an isolated molecule of C9H6FNO at a distorted geometry from the Open Molecules 2025 dataset. Energies are from the ωB97M-V functional and the def2-TZVPD basis.

Structure (XYZ):
```
18
C9H6FNO the ωB97M-V functional and the def2-TZVPD basis
C 2.732 0.040 -0.011
C 2.278 1.245 -0.028
C 0.881 1.440 0.024
C 0.097 0.275 0.028
C 0.659 -0.908 0.003
C 2.003 -1.134 -0.005
C -1.482 0.598 -0.051
C -2.361 -0.682 -0.035
C -3.776 -0.342 0.017
H 2.836 1.923 -0.100
H 0.422 2.551 0.005
H 0.060 -1.875 -0.106
H 2.405 -2.011 0.087
H -1.961 -1.209 1.104
H -2.083 -1.325 -0.802
N -4.899 -0.122 -0.080
O -1.891 1.703 0.008
F 4.080 -0.168 -0.057
```

Results
relative energy (zero: lowest compared OMol25 entry of this formula, charge and spin): 208.4 kJ/mol
LUMO level: 0.1 eV
calculated total energy: -576.29688 hartree
maximum force: 13.06 eV/Å
SMILES string: N#CCC(=O)c1ccc(F)cc1
highest occupied orbital energy: -10.0 eV
multiplicity: 1
orbital gap: 10.1 eV

=====

> Look up the multiplicity of the second one.

5

=====

> Which formula does entry 9 have?

C9H6FNO

=====

> The lowest maximum force belongs to which entry?

C9H4MnN5O6